An isolated molecule of C7H11NO2S. Source: the Open Molecules 2025 dataset; level of theory: ωB97M-V with the def2-TZVPD basis set.

Positions of all 22 atoms, in Å:
C  -3.58331  -1.59404  0.49096
C  -3.09551  -0.53180  0.29131
S  -1.86554  0.67167  -0.17317
O  -1.88579  1.83127  0.58322
O  -2.00477  0.74747  -1.61853
N  -0.27380  -0.40866  0.40938
C  -0.23746  -1.52632  -0.40650
C  0.84407  -2.21340  -0.66070
C  0.75402  0.28085  1.09122
C  1.95057  0.97403  0.22053
C  1.31626  2.15753  -0.50727
H  -4.18310  -2.50146  0.74111
H  -1.12182  -2.01417  -0.72314
H  0.82414  -3.07085  -1.24435
H  1.84333  -2.06802  -0.36367
H  1.34513  -0.64261  1.65803
H  0.28044  1.03638  1.71473
H  2.82501  1.23624  0.92062
H  2.47220  0.25777  -0.51066
H  0.36043  1.74783  -0.84471
H  1.32018  2.98348  0.18896
H  2.11534  2.64680  -1.25737

**E_HOMO**: -8.57 eV
**Energy above the lowest of the compared OMol25 structures with the same formula, charge and spin**: 541.2 kJ/mol
**SMILES string**: C#CS(=O)(=O)N(C=C)CCC
**Total charge**: 0
**Spin multiplicity**: 1
**Gap between HOMO and LUMO**: 8.558 eV